The following is a DFT calculation (ωB97M-V with the def2-TZVPD basis set) of a cluster of 19 separate species, C63H167N3O22 in total.

Last column: Löwdin charge in e.
Cartesian coordinates (Å):
C 19.408 -6.788 12.143  -0.077
C 18.608 -7.944 11.461  -0.331
O 19.139 -8.181 10.232  -0.080
H 20.461 -7.053 12.240  0.073
H 19.071 -6.525 13.146  0.063
H 19.270 -5.828 11.646  0.058
H 17.522 -7.863 11.504  0.111
H 18.814 -8.697 12.221  0.102
H 18.898 -7.621 9.490  0.052
C 17.327 -4.309 6.930  -0.076
C 17.639 -4.615 8.353  -0.289
O 18.336 -5.870 8.524  -0.102
H 18.214 -3.958 6.403  0.061
H 16.534 -3.566 6.837  0.088
H 17.055 -5.249 6.450  0.068
H 16.702 -4.508 8.899  0.093
H 18.276 -3.861 8.815  0.115
H 19.063 -5.807 7.900  0.033
C 19.229 -2.499 3.476  -0.060
C 19.138 -4.042 3.469  -0.284
O 19.938 -4.614 4.512  -0.100
H 20.022 -2.176 4.149  0.076
H 18.295 -2.103 3.874  0.072
H 19.502 -2.092 2.502  0.070
H 19.332 -4.391 2.455  0.091
H 18.128 -4.375 3.709  0.102
H 20.402 -5.312 4.044  0.081
C 14.390 -7.806 2.792  -0.055
O 14.526 -9.038 3.586  -0.212
C 13.837 -10.199 3.102  -0.174
C 12.302 -10.076 3.118  -0.211
N 11.696 -9.418 1.956  -0.035
C 10.222 -9.517 1.856  -0.177
C 9.325 -8.785 2.932  -0.197
O 9.534 -7.393 2.765  -0.207
C 8.544 -6.544 3.332  -0.107
H 14.554 -8.082 1.751  0.084
H 15.196 -7.126 3.067  0.075
H 13.394 -7.371 2.866  0.065
H 14.072 -11.016 3.784  0.099
H 14.112 -10.402 2.067  0.116
H 11.886 -9.624 4.018  0.096
H 11.936 -11.099 3.208  0.083
H 11.862 -8.433 2.104  0.074
H 9.827 -10.518 1.681  0.109
H 9.974 -9.054 0.901  0.110
H 9.732 -9.029 3.914  0.096
H 8.276 -9.078 2.881  0.121
H 8.703 -5.470 3.244  0.091
H 8.535 -6.728 4.407  0.072
H 7.524 -6.917 3.235  0.081
C 11.530 -12.118 -0.938  -0.108
O 11.043 -13.440 -0.699  -0.201
C 11.633 -14.152 0.433  -0.161
C 13.041 -14.628 0.065  -0.204
N 14.037 -13.566 0.261  -0.051
C 15.358 -14.105 0.201  -0.232
C 16.473 -13.042 0.199  -0.206
O 16.433 -12.206 -0.993  -0.202
C 17.024 -10.830 -0.705  -0.047
H 11.579 -11.645 0.043  0.066
H 10.798 -11.496 -1.453  0.083
H 12.423 -11.985 -1.549  0.080
H 10.972 -14.952 0.768  0.122
H 11.711 -13.364 1.183  0.095
H 13.152 -15.190 -0.862  0.125
H 13.296 -15.340 0.850  0.106
H 13.921 -13.031 -0.588  0.082
H 15.508 -14.562 -0.776  0.116
H 15.589 -14.877 0.935  0.110
H 17.409 -13.570 0.022  0.113
H 16.592 -12.545 1.162  0.109
H 17.997 -11.005 -0.246  0.061
H 16.362 -10.299 -0.021  0.072
H 17.208 -10.195 -1.572  0.078
C 15.593 -14.023 4.195  -0.099
O 15.283 -14.102 5.597  -0.202
C 15.450 -12.837 6.231  -0.193
C 16.952 -12.481 6.575  -0.169
N 17.056 -11.130 7.151  -0.058
C 17.069 -10.160 6.075  -0.204
C 16.839 -8.695 6.600  -0.135
O 15.505 -8.697 7.227  -0.192
C 15.199 -7.428 7.744  -0.137
H 14.664 -13.784 3.677  0.074
H 15.784 -15.027 3.816  0.069
H 16.405 -13.366 3.881  0.082
H 14.881 -12.867 7.161  0.122
H 15.064 -12.014 5.630  0.092
H 17.519 -12.522 5.645  0.098
H 17.469 -13.230 7.174  0.108
H 16.283 -10.773 7.694  0.099
H 16.306 -10.393 5.333  0.094
H 18.047 -10.195 5.595  0.112
H 16.852 -8.035 5.731  0.116
H 17.571 -8.427 7.361  0.099
H 14.201 -7.351 8.174  0.057
H 15.251 -6.630 7.003  0.065
H 15.936 -7.135 8.492  0.083
C 14.349 -5.015 11.929  -0.052
C 13.621 -4.079 10.944  -0.445
C 13.438 -4.548 9.446  -0.029
O 12.298 -3.803 11.475  -0.061
H 13.855 -5.986 11.903  0.068
H 14.225 -4.601 12.930  0.079
H 15.416 -5.129 11.742  0.070
H 14.207 -3.160 10.931  0.126
H 12.669 -5.319 9.387  0.058
H 14.363 -4.905 8.993  0.050
H 13.164 -3.650 8.893  0.078
H 11.953 -4.697 11.527  0.072
C 13.759 -17.336 5.346  -0.049
C 13.018 -17.773 6.605  -0.505
C 12.047 -18.876 6.437  -0.060
O 14.000 -18.276 7.514  -0.064
H 14.489 -16.551 5.542  0.061
H 13.139 -17.028 4.504  0.081
H 14.430 -18.168 5.134  0.078
H 12.663 -16.923 7.187  0.128
H 12.568 -19.821 6.280  0.088
H 11.261 -18.741 5.695  0.083
H 11.550 -19.009 7.398  0.081
H 14.829 -17.830 7.325  0.072
C 20.950 -14.947 5.855  -0.044
C 20.379 -15.860 4.691  -0.451
C 18.918 -15.673 4.254  -0.033
O 21.181 -15.606 3.559  -0.062
H 21.893 -15.444 6.082  0.073
H 20.366 -15.016 6.772  0.063
H 21.127 -13.881 5.718  0.052
H 20.611 -16.846 5.093  0.109
H 18.871 -14.588 4.168  0.075
H 18.086 -16.121 4.798  0.067
H 18.773 -16.247 3.338  0.060
H 21.200 -14.646 3.553  0.022
C 18.692 -18.815 1.141  -0.040
C 17.180 -18.709 1.140  -0.450
C 16.469 -18.455 2.504  -0.051
O 16.810 -17.560 0.356  -0.088
H 19.038 -18.792 0.107  0.083
H 19.068 -19.674 1.697  0.079
H 19.180 -18.011 1.692  0.069
H 16.617 -19.511 0.661  0.129
H 16.479 -17.402 2.789  0.059
H 16.911 -19.073 3.285  0.067
H 15.408 -18.695 2.443  0.070
H 15.911 -17.621 0.025  0.080
C 18.777 -18.781 8.672  -0.051
C 19.013 -18.650 7.171  -0.464
C 19.912 -19.665 6.354  -0.032
O 17.756 -18.613 6.519  -0.070
H 19.704 -18.958 9.218  0.073
H 18.056 -19.557 8.930  0.080
H 18.471 -17.858 9.164  0.075
H 19.465 -17.670 7.018  0.106
H 20.940 -19.670 6.717  0.076
H 19.975 -19.282 5.336  0.064
H 19.447 -20.651 6.370  0.078
H 17.708 -19.342 5.896  0.067
C 18.775 -11.597 10.565  -0.049
C 20.180 -11.718 9.920  -0.486
C 20.136 -11.554 8.358  -0.026
O 20.933 -10.737 10.492  -0.061
H 18.289 -12.556 10.382  0.069
H 18.177 -10.940 9.933  0.057
H 18.859 -11.332 11.619  0.080
H 20.632 -12.632 10.305  0.132
H 19.354 -10.855 8.062  0.048
H 19.884 -12.544 7.978  0.060
H 21.061 -11.204 7.899  0.053
H 20.636 -9.863 10.227  0.061
C 18.682 -6.020 -0.224  -0.042
C 18.255 -7.281 0.559  -0.498
C 19.467 -8.300 1.023  -0.016
O 17.480 -6.969 1.599  -0.029
H 19.131 -6.350 -1.161  0.078
H 19.443 -5.499 0.357  0.059
H 17.862 -5.320 -0.385  0.082
H 17.603 -7.869 -0.087  0.119
H 20.087 -8.086 1.894  0.055
H 20.225 -8.428 0.251  0.065
H 18.975 -9.254 1.215  0.048
H 18.086 -6.548 2.213  0.079
C 22.753 -11.787 1.729  -0.042
C 21.368 -12.254 2.120  -0.470
C 20.784 -13.384 1.315  -0.040
O 21.584 -12.733 3.454  -0.096
H 22.618 -11.208 0.815  0.077
H 23.347 -12.666 1.481  0.091
H 23.174 -11.123 2.484  0.072
H 20.685 -11.411 2.222  0.128
H 19.992 -13.932 1.824  0.070
H 21.532 -14.167 1.183  0.090
H 20.402 -12.910 0.410  0.082
H 22.003 -12.016 3.936  0.026
C 24.699 -10.223 6.274  -0.057
C 24.104 -11.448 5.567  -0.419
C 23.961 -12.475 6.672  -0.054
O 22.782 -11.045 5.182  -0.089
H 25.700 -10.384 6.674  0.088
H 24.044 -9.791 7.031  0.071
H 24.832 -9.447 5.520  0.080
H 24.680 -11.787 4.706  0.147
H 23.352 -13.344 6.424  0.063
H 23.480 -12.156 7.598  0.083
H 24.984 -12.776 6.895  0.086
H 22.519 -10.266 5.679  0.053
C 10.473 -9.452 8.414  -0.054
C 10.986 -9.413 9.861  -0.482
C 12.331 -8.652 9.978  -0.039
O 9.948 -8.807 10.584  -0.052
H 11.286 -9.777 7.765  0.062
H 10.344 -8.418 8.093  0.066
H 9.508 -9.916 8.213  0.081
H 11.161 -10.350 10.390  0.132
H 12.974 -9.029 9.182  0.068
H 12.854 -8.859 10.912  0.078
H 12.150 -7.580 9.907  0.062
H 9.482 -9.532 11.007  0.090
C 22.296 -7.175 8.185  -0.040
C 21.655 -6.955 6.888  -0.462
C 20.754 -8.026 6.420  -0.037
O 20.792 -5.770 7.079  -0.073
H 22.682 -8.192 8.258  0.076
H 21.625 -7.126 9.043  0.089
H 23.104 -6.458 8.332  0.094
H 22.392 -6.738 6.115  0.141
H 19.916 -7.987 7.117  0.078
H 21.270 -8.982 6.335  0.062
H 20.232 -7.920 5.469  0.084
H 20.644 -5.271 6.272  0.048
C 12.313 -7.232 6.206  -0.061
C 12.226 -5.952 5.424  -0.487
C 11.270 -4.820 5.890  -0.025
O 13.460 -5.328 5.618  -0.047
H 12.115 -6.961 7.243  0.066
H 13.156 -7.897 6.017  0.085
H 11.390 -7.803 6.104  0.065
H 11.854 -6.346 4.478  0.115
H 11.746 -3.872 6.141  0.075
H 10.519 -5.121 6.621  0.079
H 10.798 -4.454 4.979  0.061
H 14.014 -6.005 5.223  0.064
C 10.686 -11.835 5.394  -0.070
C 10.880 -13.160 4.757  -0.481
C 11.702 -14.201 5.579  -0.027
O 9.594 -13.751 4.613  -0.055
H 11.676 -11.397 5.523  0.080
H 10.248 -11.994 6.380  0.089
H 10.100 -11.308 4.641  0.080
H 11.338 -13.038 3.776  0.113
H 12.606 -14.423 5.012  0.049
H 11.317 -15.218 5.651  0.070
H 12.014 -13.889 6.576  0.080
H 9.175 -13.674 5.473  0.083

Forces on atoms 1 to 3 (eV/Å):
C -1.1111 0.7621 -0.0055
C 0.4988 1.8770 2.7867
O 1.2355 -2.0985 -1.5368

For the HOMO-LUMO gap, the calculation gives 8.51 eV. As for the LUMO energy: -0.133 eV. The spin multiplicity is 1. For the total energy, the calculation gives -4319.59730 hartree. The value obtained for the molecular weight is 1319.03 g mol⁻¹.